Entry 1:
Here is C32H33F3N6O3PtS2Si as an isolated structure from the Open Molecules 2025 dataset. Energies are from ωB97M-V/def2-TZVPD.

Its expectation value of S² is 2.008. The calculation puts the energy above the lowest of the compared OMol25 structures with the same formula, charge and spin at 1.642 eV. Its spin multiplicity is 3. The LUMO energy (spin up / spin down) is 4.4 / 4.4 eV. The net charge is -2.

```
81
Properties=species:S:1:pos:R:3:lowdin_charge:R:1
Pt 0.3072 -1.0164 1.1946 0.99
N -5.4175 -2.1376 -3.3052 0.08
C -4.2920 -1.3919 -2.9661 -0.34
C -4.4378 -0.1053 -2.4481 -0.04
C -3.3215 0.6163 -2.0724 -0.07
C -2.0607 0.0807 -2.2391 -0.30
C -1.9062 -1.2028 -2.7264 -0.12
C -3.0161 -1.9326 -3.1071 -0.06
S -0.6402 1.0391 -1.7006 0.60
O 0.5086 0.5272 -2.4032 -0.30
O -0.9319 2.4357 -1.9339 -0.31
N -0.5189 0.6310 -0.1364 -0.16
C -1.2579 1.1616 0.8065 -0.53
N -1.0867 0.5714 2.0283 0.02
C -1.7100 1.0527 3.0717 -0.12
C -2.5743 2.1363 2.9627 -0.08
C -2.7391 2.6438 1.6800 -0.16
N -2.1252 2.1729 0.6217 0.14
H -6.2402 -1.6026 -3.5322 0.07
H -5.2520 -2.9269 -3.9092 0.08
H -5.4329 0.3047 -2.3224 0.10
H -3.3939 1.6032 -1.6474 0.10
H -0.9146 -1.6143 -2.8067 0.10
H -2.9158 -2.9425 -3.4843 0.11
H -1.5261 0.5479 4.0137 0.12
H -3.0782 2.5474 3.8216 0.08
H -3.4236 3.4647 1.4861 0.10
C -6.7416 -3.4932 0.7769 -0.05
C -5.3444 -3.6481 1.3177 -0.38
C -5.0791 -4.5086 2.3839 -0.07
C -3.7428 -4.6102 2.7519 -0.18
N -2.7763 -3.9452 2.1676 0.05
C -3.1158 -3.1282 1.1532 -0.84
S -1.9339 -2.3083 0.2435 0.64
N -4.3887 -2.9691 0.7244 0.07
H -7.3319 -4.3830 0.9976 0.06
H -6.6918 -3.3298 -0.2962 0.06
H -7.2300 -2.6294 1.2274 0.07
H -5.8564 -5.0748 2.8774 0.08
H -3.4442 -5.2884 3.5467 0.09
C 5.6910 2.1947 0.3284 -0.11
C 4.7573 1.4377 1.2706 -0.60
C 5.3997 0.1008 1.6241 -0.10
C 4.6147 2.2775 2.5363 -0.11
Si 2.9649 1.0869 0.5623 0.41
O 2.0724 0.5582 1.7193 -0.38
C 3.1595 -0.1205 -0.9123 -0.19
C 2.3224 -1.2244 -0.9602 -0.13
C 2.3623 -2.1443 -1.9887 -0.08
C 3.2618 -1.9700 -3.0268 -0.11
C 4.1056 -0.8752 -3.0132 -0.11
C 4.0480 0.0320 -1.9711 -0.11
C 2.3432 2.7377 -0.1648 -0.20
C 2.8395 3.3399 -1.3129 -0.10
C 2.3331 4.5409 -1.7743 -0.11
C 1.2978 5.1583 -1.0976 -0.12
C 0.7787 4.5700 0.0418 -0.10
C 1.3036 3.3765 0.4978 -0.11
H 6.6202 2.4518 0.8499 0.07
H 5.2280 3.1172 -0.0195 0.06
H 5.9551 1.5882 -0.5352 0.05
H 6.3853 0.2399 2.0790 0.07
H 5.5130 -0.5064 0.7289 0.07
H 4.7657 -0.4466 2.3135 0.08
H 5.5868 2.4278 3.0187 0.07
H 3.9431 1.7936 3.2373 0.07
H 4.1986 3.2525 2.2883 0.07
H 1.5690 -1.3712 -0.1416 -0.01
H 1.6852 -2.9877 -1.9953 0.10
H 3.2976 -2.6753 -3.8489 0.09
H 4.8038 -0.7180 -3.8302 0.09
H 4.7136 0.8827 -2.0007 0.07
H 3.6329 2.8647 -1.8707 0.09
H 2.7345 4.9913 -2.6764 0.09
H 0.8886 6.0907 -1.4658 0.09
H -0.0464 5.0376 0.5638 0.09
H 0.9050 2.9130 1.3880 0.09
F 0.5838 -3.8106 2.2991 -0.03
C 1.0658 -2.5307 2.4150 -0.66
F 0.9620 -2.2964 3.7679 -0.03
F 2.4275 -2.7326 2.2576 -0.03
```


Entry 2:
Here is C33H24Cl2IrNO2P as an isolated structure from the Open Molecules 2025 dataset. Energies are from ωB97M-V/def2-TZVPD.

The calculation puts the energy above the lowest of the compared OMol25 structures with the same formula, charge and spin at 0.053 eV. The LUMO energy is -4.2 eV. The net charge is +1.

```
64
Properties=species:S:1:pos:R:3:lowdin_charge:R:1
Ir -0.3654 1.2928 -0.1678 1.17
Cl 6.1532 4.6736 -0.5048 0.72
C 4.7731 3.6411 -0.4411 -0.66
C 4.9578 2.2544 -0.3966 -0.08
C 3.8759 1.4085 -0.3502 -0.56
Cl 4.1161 -0.2943 -0.2997 0.78
C 2.5549 1.9077 -0.3346 -0.33
O 1.5798 1.0301 -0.2818 -0.29
C 2.3911 3.3056 -0.3753 -0.12
C 1.1088 3.9248 -0.3729 -0.12
O -0.0008 3.3712 -0.3033 -0.11
C 3.5099 4.1627 -0.4356 -0.04
H 5.9578 1.8430 -0.4033 0.12
H 1.0982 5.0163 -0.4636 0.15
H 3.3614 5.2341 -0.4728 0.12
C -2.1307 1.5825 -1.2396 -0.12
C -2.4419 1.9921 0.1057 -0.40
C -2.4142 1.0071 1.1301 -0.10
C -2.4398 1.3868 2.4902 0.00
C -2.5004 2.7144 2.8153 -0.20
C -2.5791 3.7181 1.8056 0.00
C -2.5404 3.3712 0.4956 -0.03
C -2.5208 3.1112 4.1970 -0.16
N -2.5219 3.4307 5.2998 0.19
H -2.0722 2.3728 -1.9803 0.09
H -2.5485 0.6593 -1.6216 0.06
H -2.5969 -0.0220 0.8708 0.08
H -2.4507 0.6303 3.2627 0.13
H -2.6709 4.7535 2.1028 0.13
H -2.5966 4.1267 -0.2744 0.13
C -4.2980 -3.2575 0.2742 -0.06
C -4.0481 -2.5849 -0.9158 -0.05
C -2.8386 -1.9371 -1.1045 -0.10
C -1.8682 -1.9523 -0.0997 -0.37
C -2.1219 -2.6352 1.0875 -0.07
C -3.3344 -3.2873 1.2704 -0.06
P -0.3366 -1.0023 -0.3278 0.99
C 0.8095 -1.6606 0.9168 -0.37
C 0.8998 -1.0156 2.1484 -0.11
C 1.7417 -1.5020 3.1356 -0.06
C 2.5074 -2.6342 2.8953 -0.06
C 2.4290 -3.2765 1.6685 -0.06
C 1.5847 -2.7926 0.6799 -0.08
C 0.2427 -1.5288 -1.9588 -0.34
C 0.8926 -0.6362 -2.8057 -0.09
C 1.3529 -1.0590 -4.0441 -0.06
C 1.1680 -2.3740 -4.4428 -0.06
C 0.5116 -3.2686 -3.6072 -0.06
C 0.0454 -2.8481 -2.3728 -0.10
H -5.2410 -3.7678 0.4180 0.11
H -4.7933 -2.5733 -1.6999 0.11
H -2.6376 -1.4416 -2.0474 0.11
H -1.3699 -2.6708 1.8664 0.11
H -3.5200 -3.8256 2.1902 0.11
H 0.3159 -0.1203 2.3352 0.09
H 1.8061 -0.9934 4.0884 0.11
H 3.1725 -3.0100 3.6614 0.11
H 3.0319 -4.1540 1.4761 0.11
H 1.5521 -3.2894 -0.2787 0.10
H 1.0444 0.3917 -2.5003 0.08
H 1.8557 -0.3584 -4.6974 0.11
H 1.5290 -2.7021 -5.4085 0.11
H 0.3559 -4.2927 -3.9191 0.11
H -0.4881 -3.5461 -1.7382 0.11
```